# 1
Entry from OMol25: a structure of composition C8H27BO8PdS in a non-equilibrium geometry (ωB97M-V/def2-TZVPD).

CARTESIAN COORDINATES (ANGSTROEM)
Pd  -0.1180  -0.6406  0.0784
B  -0.7575  -2.3675  -1.3963
H  -1.0978  -2.9973  -2.2037
H  -0.8377  -2.7987  -0.4105
H  0.2482  -2.0743  -1.6549
H  -1.4068  -1.5107  -1.3039
S  -2.6145  -2.1785  1.6593
O  -1.5509  -1.1754  1.5262
O  -3.2294  -2.4456  0.3607
O  -2.0355  -3.3995  2.2039
O  -3.6651  -1.7110  2.5473
C  3.7529  -2.0844  1.5632
C  2.7123  -2.3721  0.5232
O  1.3675  -2.3054  0.9657
H  3.6267  -1.1099  2.0351
H  4.7652  -2.1122  1.1599
H  3.6994  -2.8302  2.3563
H  2.9402  -3.3793  0.1744
H  2.7897  -1.7293  -0.3537
C  -3.6410  1.8522  -1.4525
C  -2.7963  0.5698  -1.4497
O  -1.8130  0.7165  -0.4392
H  -4.0558  2.1870  -0.5017
H  -4.4856  1.8099  -2.1402
H  -3.0095  2.6537  -1.8357
H  -2.4272  0.4098  -2.4627
H  -3.3451  -0.3390  -1.2023
H  -2.3550  0.9841  0.3066
C  1.8239  2.4165  3.2007
C  1.4658  0.9900  2.6329
O  0.6904  1.1032  1.4259
H  2.1032  3.1219  2.4180
H  2.4830  2.4706  4.0671
H  0.8991  2.8312  3.6016
H  0.8034  0.4649  3.3212
H  2.2676  0.3044  2.3586
H  0.9785  1.9561  1.0924
C  0.3338  2.4748  -2.6229
C  0.6606  0.9893  -2.7892
O  0.9405  0.4434  -1.5199
H  1.2116  2.8793  -2.1189
H  -0.6062  2.7373  -2.1374
H  0.3761  2.9414  -3.6071
H  1.4377  0.7240  -3.5061
H  -0.2846  0.6545  -3.2167
H  1.7554  0.8751  -1.2534

Forces on atoms 1 to 6 (eV/Å):
Pd 0.0093 -2.7851 1.3104
B 0.4613 -0.2303 0.2805
H -1.6542 -2.3830 -3.0100
H 0.0856 -2.3830 3.0217
H 4.3244 1.0005 -1.1774
H -2.7999 3.4563 -0.4687

Properties
multiplicity	3
expectation value of S²	2.0064
highest occupied orbital energy (spin up / spin down)	0.187 / 0.199	eV
charge	-2

---

# 2
Entry from OMol25: the molecule C12H9Cl2N3S in a non-equilibrium geometry (ωB97M-V/def2-TZVPD).

CARTESIAN COORDINATES (ANGSTROEM)
N  1.9257  1.9328  -0.6937
C  1.0450  1.3957  0.2338
S  0.5066  2.5296  1.3519
C  0.5950  -0.0376  0.2239
C  -0.8801  -0.2991  -0.1622
C  -1.2523  -1.6211  -0.4646
C  -2.5643  -1.9627  -0.7988
C  -3.5208  -0.9780  -0.8564
Cl  -5.2013  -1.4429  -1.1836
C  -3.2071  0.3358  -0.5445
Cl  -4.4405  1.5580  -0.5070
C  -1.8822  0.6627  -0.1532
C  0.9415  -0.6123  1.5631
C  0.1434  -0.4518  2.7165
C  0.6016  -0.9991  3.9416
C  1.7741  -1.7373  3.9456
N  2.5014  -1.8595  2.8218
N  2.1334  -1.2736  1.6679
H  2.4344  1.2833  -1.3013
H  2.2004  2.9023  -0.5794
H  1.2110  -0.5677  -0.5133
H  -0.4953  -2.3953  -0.3610
H  -2.7890  -3.0295  -0.9931
H  -1.7054  1.6974  0.1254
H  -0.7661  0.1167  2.6447
H  0.0348  -0.8241  4.8667
H  2.1008  -2.2352  4.8410

Forces on atoms 1 to 6 (eV/Å):
N -0.9055 -2.7060 0.3663
C 0.5253 3.6786 -0.0896
S -0.0522 -0.8689 -0.2363
C 0.1861 -0.2131 -0.8252
C -0.3390 -0.0402 0.1726
C 0.0699 0.2110 0.1638

Properties
SMILES	NC(=S)[C@H](c1ccc(Cl)c(Cl)c1)c1cccnn1
highest occupied orbital energy	-8.752	eV

---

# 3
Entry from OMol25: a cluster of 2 separate species, C29H35N4OS in total in a non-equilibrium geometry (ωB97M-V/def2-TZVPD).

CARTESIAN COORDINATES (ANGSTROEM)
C  -2.2029  5.9202  0.1635
C  -3.3886  6.2438  -0.7484
N  -3.5088  5.0277  -1.5302
C  -4.6092  4.6282  -2.3768
C  -4.2009  3.2384  -2.8741
S  -2.9343  2.5301  -1.7708
C  -2.6813  4.0675  -1.0005
N  -1.9098  4.4716  -0.0368
H  -1.3360  6.5414  -0.1195
H  -2.4485  6.1153  1.2175
H  -4.2959  6.4384  -0.1631
H  -3.1817  7.1067  -1.3889
H  -5.5528  4.5583  -1.8139
H  -4.7580  5.3368  -3.1983
H  -5.0323  2.5295  -2.9010
H  -3.7292  3.3013  -3.8621
C  4.9654  -1.6940  -0.2683
N  3.7212  -1.0353  -0.5697
C  3.5354  -0.4209  -1.7775
O  4.3601  -0.3315  -2.6857
C  2.1098  0.0917  -1.8119
C  1.3364  -0.5390  -2.9634
C  1.3036  -2.0418  -2.8230
C  2.3558  -2.8277  -3.3062
C  2.3139  -4.2169  -3.1876
C  1.2164  -4.8329  -2.5741
C  0.1603  -4.0509  -2.0921
C  0.2049  -2.6616  -2.2226
N  1.5982  -0.2734  -0.4972
C  0.3617  0.0818  -0.1035
C  -0.2155  -0.2534  1.1189
C  -1.5118  0.1180  1.4660
C  -2.1765  -0.2334  2.6938
C  -3.5436  0.1057  2.9129
C  -4.1933  -0.2354  4.0935
C  -3.5073  -0.9243  5.1083
C  -2.1631  -1.2705  4.9173
C  -1.5041  -0.9373  3.7361
C  2.5796  -1.0131  0.3278
C  2.1289  -2.4559  0.6896
C  2.7506  -2.7474  2.0527
C  3.2896  -1.4239  2.6375
C  2.9610  -0.3023  1.6596
H  5.6244  -1.5418  -1.1276
H  5.4322  -1.2651  0.6265
H  4.8257  -2.7727  -0.1163
H  2.1408  1.1899  -1.9124
H  0.3239  -0.1195  -2.9968
H  1.8739  -0.2558  -3.8775
H  3.2072  -2.3358  -3.7857
H  3.1393  -4.8140  -3.5822
H  1.1799  -5.9197  -2.4831
H  -0.7095  -4.5128  -1.6200
H  -0.6198  -2.0397  -1.8653
H  -0.1886  0.6956  -0.8234
H  0.3808  -0.8415  1.8223
H  -2.0839  0.7028  0.7363
H  -4.0705  0.6420  2.1196
H  -5.2407  0.0331  4.2371
H  -4.0126  -1.1884  6.0369
H  -1.6188  -1.8058  5.6964
H  -0.4567  -1.2128  3.6043
H  1.0346  -2.4950  0.7222
H  2.4549  -3.1492  -0.0990
H  2.0082  -3.1895  2.7288
H  3.5652  -3.4742  1.9460
H  2.8474  -1.2318  3.6227
H  4.3749  -1.4963  2.7799
H  3.8076  0.3729  1.4787
H  2.1128  0.2959  2.0042

Forces on atoms 1 to 6 (eV/Å):
C 0.3101 -0.3324 0.0628
C -0.3992 0.2422 -0.1461
N -0.0582 0.1716 -0.5177
C 0.1513 -0.2426 0.6731
C 0.0709 -0.3693 -0.8808
S 0.1120 -0.2034 0.3747

Properties
highest occupied orbital energy	-10.380	eV
charge	+1

---

# 4
Entry from OMol25: a cluster of 2 separate species, C11H19N in total in a non-equilibrium geometry (ωB97M-V/def2-TZVPD).

CARTESIAN COORDINATES (ANGSTROEM)
C  2.5000  2.0137  0.9631
C  1.3126  1.6844  0.5390
C  0.2560  1.2166  -0.0474
C  -0.1792  -0.2432  0.0488
C  0.4320  -0.7494  1.3648
C  -1.7392  -0.2739  -0.0315
C  -2.4469  -1.5983  0.2943
C  0.4119  -1.0546  -1.0959
C  0.0305  -0.4928  -2.5774
C  1.9840  -1.1979  -1.1230
H  3.3354  1.9721  0.2208
H  2.7577  2.1613  1.9942
H  -0.3762  1.8715  -0.5172
H  -0.0280  -0.1531  2.2090
H  0.1027  -1.7849  1.5770
H  1.4739  -0.4236  1.3364
H  -2.0919  0.5997  0.6258
H  -2.1699  -0.0686  -1.0974
H  -1.8756  -2.4334  -0.3493
H  -2.3225  -1.9994  1.2894
H  -3.4663  -1.6487  -0.2059
H  0.2151  -2.1938  -0.9646
H  -0.9259  -0.0747  -2.6929
H  0.9062  0.1674  -2.7690
H  0.1139  -1.3453  -3.2208
H  2.3023  -1.4906  -2.0842
H  2.4114  -0.2126  -1.0155
H  2.3190  -1.7008  -0.2358
C  -1.6733  3.2315  2.5034
N  -1.5020  2.1856  2.0280
H  -2.0678  4.0357  3.0337

Forces on atoms 1 to 6 (eV/Å):
C 0.7579 -0.3782 -0.9375
C 0.6593 0.0584 -0.4072
C 0.9401 -1.3023 0.7907
C -0.0455 -0.0897 -0.2280
C -2.1383 0.8395 1.0846
C -1.4454 1.2530 -0.2207

Properties
SMILES	C=C=C[C@@](C)(CC)C(C)C.C#N
highest occupied orbital energy	-8.950	eV

---

# 5
Entry from OMol25: a structure of composition C4H6N2O in a non-equilibrium geometry (ωB97M-V/def2-TZVPD).

CARTESIAN COORDINATES (ANGSTROEM)
O  -0.7493  -0.9698  1.7555
C  -0.9670  -0.2374  0.8228
N  -0.7960  1.1930  0.8415
C  0.5864  0.8583  0.3446
C  0.1675  0.2772  -1.0189
C  0.2625  -1.1971  -1.0865
N  -0.9507  -0.5674  -0.5680
H  -0.7455  1.5055  1.8068
H  0.8160  -0.0261  1.0384
H  1.3128  1.6604  0.4142
H  -0.0017  0.8848  -1.9132
H  0.1121  -1.7035  -2.0364
H  0.9528  -1.6779  -0.4008

Forces on atoms 1 to 6 (eV/Å):
O -1.7250 -0.2973 -0.1140
C -0.5496 -0.4501 0.0867
N 0.2558 -0.5138 0.5207
C 0.5205 0.0837 -0.0251
C 0.1308 0.0542 0.1365
C 0.1282 -0.3144 0.0652

Properties
highest occupied orbital energy	-9.717	eV